A structure of composition C26H56FN2O7, computed with ωB97M-V/def2-TZVPD.

Atoms and positions in Å:
C 4.880 -0.443 0.313
C 5.677 -0.014 -0.894
O 6.867 -0.304 -1.012
N 5.014 0.805 -1.819
C 5.867 1.210 -2.939
C 3.730 0.243 -2.285
C 2.727 1.290 -2.770
C 1.669 1.617 -1.695
C 0.332 0.963 -2.042
C -0.833 1.067 -1.007
C -0.514 2.048 0.159
C 0.417 1.548 1.222
O 0.231 0.652 2.014
F 1.574 2.234 1.272
C -2.096 1.658 -1.716
C -3.346 0.769 -1.718
C -4.061 0.731 -0.364
C -4.352 1.322 -2.729
N -2.931 -0.591 -2.151
O -2.804 -0.737 -3.414
C -1.937 -1.313 -1.289
C -1.052 -2.186 -2.179
C -2.702 -2.272 -0.353
C -1.120 -0.332 -0.420
H 3.861 -0.073 0.330
H 4.871 -1.533 0.359
H 5.409 -0.093 1.202
H 6.720 1.770 -2.564
H 5.295 1.856 -3.603
H 6.222 0.342 -3.501
H 3.936 -0.485 -3.080
H 3.279 -0.319 -1.471
H 2.226 0.874 -3.648
H 3.249 2.199 -3.064
H 2.026 1.184 -0.758
H 1.583 2.698 -1.587
H 0.010 1.322 -3.021
H 0.564 -0.096 -2.176
H -0.158 2.999 -0.231
H -1.461 2.235 0.675
H -1.861 1.895 -2.752
H -2.391 2.600 -1.244
H -4.356 1.743 -0.083
H -3.472 0.292 0.434
H -4.972 0.137 -0.465
H -3.859 1.631 -3.650
H -4.823 2.209 -2.299
H -5.115 0.584 -2.969
H -0.325 -2.684 -1.533
H -0.508 -1.614 -2.926
H -1.655 -2.945 -2.672
H -3.210 -1.739 0.450
H -1.984 -2.943 0.126
H -3.421 -2.858 -0.924
H -0.162 -0.818 -0.212
H -1.605 -0.212 0.546
C -1.793 1.041 4.860
C -2.701 1.518 3.745
O -3.602 0.506 3.304
H -1.225 0.170 4.535
H -1.093 1.823 5.156
H -2.377 0.757 5.739
H -2.112 1.784 2.870
H -3.262 2.406 4.058
H -4.153 0.254 4.049
C -9.203 -1.446 -0.601
C -7.855 -0.751 -0.560
O -7.715 0.227 -1.587
H -9.354 -1.920 -1.571
H -9.274 -2.208 0.176
H -10.012 -0.728 -0.449
H -7.053 -1.470 -0.724
H -7.696 -0.287 0.420
H -8.405 0.885 -1.472
C -0.191 -2.479 2.110
C 1.069 -1.859 2.686
O 1.605 -0.852 1.839
H 0.014 -2.907 1.127
H -0.574 -3.267 2.760
H -0.972 -1.723 1.991
H 1.851 -2.610 2.792
H 0.868 -1.444 3.680
H 0.933 -0.166 1.745
C 9.677 -0.822 2.483
C 8.251 -0.687 1.984
O 7.360 -0.264 3.022
H 9.727 -1.523 3.317
H 10.336 -1.175 1.688
H 10.057 0.141 2.835
H 7.871 -1.648 1.643
H 8.198 0.003 1.141
H 7.658 0.596 3.332

Forces on atoms 1 to 6 (eV/Å):
0.2052 -0.1317 -0.0035
0.8113 0.0943 0.0764
-1.1403 0.4686 0.0263
0.1269 -0.7348 -0.2563
-0.1463 0.1196 0.1995
0.1255 0.0889 -0.1361

The LUMO energy (alpha / beta) is 0.257 / 0.254 eV. For the HOMO energy (alpha / beta), the calculation gives -8.01 / -9.15 eV. As for the largest force on an atom: 8.76 eV/A. The calculation puts the HOMO-LUMO gap (alpha / beta) at 8.268 / 9.407 eV. The spin multiplicity is 2.